A structure of composition C48H38Cl5IKN3O2PS2. Source: the Open Molecules 2025 dataset; level of theory: ωB97M-V/def2-TZVPD.

Last column: Löwdin charge in e.
Geometry (Å):
K (-0.81050, -0.44407, -0.40784)  0.452
S (-4.40710, 0.61271, -4.10653)  1.091
C (-5.20768, -0.45215, -3.00792)  -0.475
C (-6.34607, -1.23780, -3.19337)  -0.099
C (-6.76776, -2.03296, -2.14653)  -0.101
C (-6.07329, -2.04810, -0.92709)  -0.081
C (-4.95207, -1.26602, -0.74425)  -0.012
C (-4.51590, -0.46387, -1.79985)  -0.296
N (-3.38860, 0.35320, -1.74488)  0.090
C (-3.20567, 0.95047, -2.87265)  -0.512
C (-2.00576, 1.77327, -3.20345)  -0.278
C (-1.62933, 1.87255, -4.54650)  -0.091
C (-0.45413, 2.51536, -4.89874)  -0.127
C (0.35109, 3.04706, -3.89579)  -0.117
C (-0.05175, 2.95667, -2.56959)  -0.177
C (-1.24516, 2.33855, -2.17560)  -0.420
H (-6.88175, -1.23174, -4.13377)  0.100
H (-7.64241, -2.65871, -2.27051)  0.095
H (-6.41431, -2.68337, -0.11964)  0.100
H (-4.40555, -1.26340, 0.18900)  0.082
H (-2.23365, 1.42009, -5.32600)  0.074
H (-0.16571, 2.58712, -5.94100)  0.094
H (1.28716, 3.53625, -4.14839)  0.098
H (0.58882, 3.38779, -1.80363)  0.064
Cl (-3.20772, -7.42401, 1.18445)  0.624
C (-2.77898, -5.93210, 0.41728)  -0.734
C (-2.63186, -4.76326, 1.15559)  -0.704
Cl (-2.85370, -4.81019, 2.87991)  0.653
C (-2.28157, -3.56931, 0.54708)  -0.560
Cl (-2.15485, -2.10487, 1.50699)  0.699
C (-2.00534, -3.46081, -0.85242)  -0.513
O (-1.63155, -2.39267, -1.40202)  -0.237
C (-2.19196, -4.68484, -1.57179)  -0.590
Cl (-1.91275, -4.61213, -3.28141)  0.700
C (-2.56388, -5.86654, -0.96162)  -0.705
Cl (-2.75601, -7.29993, -1.91429)  0.648
I (-1.61310, 2.64513, 0.19372)  1.124
C (-1.70948, 2.97365, 2.48610)  -0.466
C (-2.97183, 3.28023, 2.91787)  -0.196
C (-3.23653, 3.88708, 4.17249)  -0.102
C (-2.19784, 4.24757, 4.96984)  -0.070
C (-0.86317, 3.94492, 4.58437)  -0.180
C (0.20677, 4.36559, 5.41359)  -0.052
C (1.49660, 4.07353, 5.09382)  -0.083
C (1.75586, 3.27105, 3.96370)  -0.103
C (0.75653, 2.82290, 3.14143)  -0.311
P (1.20715, 1.51547, 1.89365)  1.076
C (2.39620, 0.54829, 2.91592)  -0.386
C (3.78352, 0.59946, 2.87571)  -0.103
C (4.55447, -0.22908, 3.68871)  -0.092
C (3.94625, -1.11130, 4.56583)  -0.102
C (2.55686, -1.16598, 4.62342)  -0.093
C (1.79706, -0.35356, 3.80090)  -0.120
C (2.30694, 2.43848, 0.73569)  -0.365
C (3.19506, 1.74174, -0.08410)  -0.124
C (3.99656, 2.40780, -0.99943)  -0.100
C (3.90064, 3.78748, -1.14090)  -0.101
C (2.99816, 4.48818, -0.35239)  -0.093
C (2.21643, 3.81949, 0.58131)  -0.101
C (-0.60927, 3.22997, 3.38046)  -0.199
H (-3.81396, 3.10231, 2.25465)  0.068
H (-4.25729, 4.10259, 4.46789)  0.093
H (-2.36291, 4.76754, 5.90711)  0.100
H (-0.02856, 4.93071, 6.30930)  0.104
H (2.31351, 4.40717, 5.72163)  0.096
H (2.77762, 2.96077, 3.77551)  0.099
H (4.28403, 1.29143, 2.20958)  0.096
H (5.63527, -0.17602, 3.63579)  0.096
H (4.54440, -1.75903, 5.19468)  0.095
H (2.06450, -1.85795, 5.29554)  0.100
H (0.71547, -0.43490, 3.83054)  0.104
H (3.24644, 0.66137, -0.02708)  0.091
H (4.69097, 1.83924, -1.60701)  0.098
H (4.52182, 4.30755, -1.85980)  0.094
H (2.89931, 5.56114, -0.46055)  0.100
H (1.52024, 4.38280, 1.19192)  0.103
C (2.46800, 0.17824, -5.21614)  -0.123
C (2.57544, 0.01243, -3.70659)  -0.384
S (1.00527, -0.38282, -2.95826)  0.932
O (1.23958, -0.34646, -1.45387)  -0.671
C (0.84669, -2.10879, -3.42010)  -0.383
C (1.76728, -3.05200, -2.66397)  -0.107
H (3.40748, 0.56074, -5.61701)  0.075
H (1.67614, 0.88272, -5.47276)  0.052
H (2.25718, -0.76518, -5.72088)  0.065
H (2.84493, 0.95234, -3.22083)  0.072
H (3.29955, -0.74758, -3.40490)  0.090
H (0.98372, -2.13517, -4.50394)  0.084
H (-0.19716, -2.34347, -3.20441)  0.035
H (2.80115, -3.01480, -3.01156)  0.068
H (1.40216, -4.07204, -2.79330)  0.074
H (1.75076, -2.82496, -1.59787)  0.053
N (0.72037, -3.40412, 2.18815)  -0.020
C (1.74876, -4.24173, 2.41513)  -0.111
C (2.83887, -3.70761, 1.76810)  -0.074
C (2.34494, -2.52984, 1.17325)  -0.174
N (1.05867, -2.34890, 1.43285)  0.043
H (-0.23433, -3.48703, 2.50020)  0.078
H (1.61856, -5.13429, 3.00372)  0.110
H (3.83778, -4.10607, 1.73529)  0.086
H (2.86473, -1.79668, 0.57505)  0.099

- Spin multiplicity: 1
- Frontier orbital gap: 6.342 eV
- Electronic energy: -176958.05958 eV
- E_LUMO: 2.00 eV
- Molar mass: 1127.23 g/mol
- Total charge: -1
- Relative energy (zero: lowest compared OMol25 entry of this formula, charge and spin): 1.91 kcal per mole